Formula: C5H5N4O5
Source: the Open Molecules 2025 dataset
Level of theory: wB97M-V/def2-TZVPD

Structure (ORCA input):
```
! wB97M-V def2-TZVPD RIJCOSX def2/J DEFGRID3
* xyz -1 3
C -2.81 0.35 -1.04
C -1.86 -0.02 -1.98
C -0.86 0.74 -0.26
C 0.94 -1.72 2.03
C 0.84 0.78 1.01
N -2.10 0.83 0.05
N -0.61 0.13 -1.46
N 1.29 -0.54 1.15
N 1.53 1.66 0.15
O 1.24 -2.81 1.52
O 0.52 -1.38 3.12
O 1.97 1.28 -0.90
O 1.62 2.79 0.62
O 1.79 -1.02 -0.19
H -3.98 0.39 -1.10
H -1.94 -0.48 -2.85
H 0.58 1.13 1.96
H 0.35 -0.11 -1.73
H 1.49 -1.99 -0.09
*
```

## Properties
E	-21456.6923	eV
frontier orbital gap (alpha / beta)	6.03 / 6.50	eV
<S²>	2.02

Formula: C5H5N4O5
Source: the Open Molecules 2025 dataset
Level of theory: wB97M-V/def2-TZVPD

Structure (ORCA input):
```
! wB97M-V def2-TZVPD RIJCOSX def2/J DEFGRID3
* xyz 1 1
C 0.60 0.84 -1.02
C -1.81 0.02 0.50
C -1.71 0.64 -0.78
C 1.08 0.38 0.31
C 0.22 -0.59 1.04
N -0.58 1.07 -1.39
N -2.93 1.03 -1.24
N -2.90 -0.26 1.00
N 1.30 1.66 1.20
O 2.26 2.32 0.96
O -3.58 -0.50 1.86
O 0.53 1.85 2.09
O -3.96 0.68 -0.66
O 0.20 -1.84 0.66
H 1.30 1.41 -1.52
H 1.99 -0.09 0.17
H -0.04 -0.22 2.08
H -2.96 1.31 -2.22
H -0.29 -2.52 1.21
*
```

## Properties
E	-21445.6028	eV
frontier orbital gap (alpha / beta)	7.12 / 7.13	eV
ΔE to the lowest compared entry with this formula, charge and spin	49.2	kJ/mol

Formula: C5H5N4OS
Source: the Open Molecules 2025 dataset
Level of theory: wB97M-V/def2-TZVPD

Structure (ORCA input):
```
! wB97M-V def2-TZVPD RIJCOSX def2/J DEFGRID3
* xyz -1 1
C -1.11 -1.10 2.03
C -0.85 -0.63 0.77
C -1.66 -0.45 -0.36
C -4.42 -1.21 1.57
C 0.29 0.88 -0.56
N -3.37 -1.69 1.81
N 0.52 -0.01 0.56
N -0.96 0.39 -1.12
N -2.25 -1.67 2.53
O -5.48 -0.88 1.30
S -2.43 -2.09 4.11
H -0.21 -1.33 2.73
H 0.18 2.03 -0.27
H 1.29 0.87 -1.28
H 1.25 -0.73 0.18
H -1.23 0.70 -1.98
*
```

## Properties
E	-24105.4219	eV
frontier orbital gap (alpha / beta)	6.02 / 6.02	eV
ΔE to the lowest compared entry with this formula, charge and spin	53.5	kJ/mol

Formula: C5H5N5
Source: the Open Molecules 2025 dataset
Level of theory: wB97M-V/def2-TZVPD

Structure (ORCA input):
```
! wB97M-V def2-TZVPD RIJCOSX def2/J DEFGRID3
* xyz 0 1
N -1.91 -1.68 -0.13
C -1.24 -0.50 -0.03
N -1.93 0.63 -0.02
C -1.26 1.79 0.02
N 0.05 2.00 -0.04
C 0.72 0.83 -0.05
N 2.07 0.65 -0.04
C 2.27 -0.71 -0.01
N 1.17 -1.39 0.03
C 0.16 -0.43 -0.04
H -2.90 -1.65 0.17
H -1.39 -2.50 0.23
H -1.87 2.67 0.06
H 2.76 1.37 -0.07
H 3.29 -1.10 -0.07
*
```

## Properties
E	-12717.5780	eV
SMILES	Nc1ncnc2[nH]cnc12
frontier orbital gap	9.61	eV
ΔE to the lowest compared entry with this formula, charge and spin	0.0	kJ/mol

Formula: C5H5N7
Source: the Open Molecules 2025 dataset
Level of theory: wB97M-V/def2-TZVPD

Structure (ORCA input):
```
! wB97M-V def2-TZVPD RIJCOSX def2/J DEFGRID3
* xyz 0 1
C -0.96 0.39 1.04
C -1.24 0.98 -0.35
C -0.31 -0.99 0.93
C 0.87 -1.06 -0.07
C 1.11 0.02 -1.14
N 0.73 -1.23 1.93
N 1.68 -1.26 1.13
N 0.93 -1.96 -1.21
N 1.13 -1.08 -2.07
N 1.94 1.19 -1.03
N 0.96 1.98 -0.88
N -0.06 1.10 -1.14
H -0.27 1.05 1.57
H -1.89 0.33 1.60
H -1.95 0.36 -0.91
H -1.65 1.99 -0.24
H -1.03 -1.81 0.84
*
```

## Properties
E	-15689.5007	eV
frontier orbital gap	9.65	eV
ΔE to the lowest compared entry with this formula, charge and spin	628.5	kJ/mol

Formula: C5H5NO
Source: the Open Molecules 2025 dataset
Level of theory: wB97M-V/def2-TZVPD

Structure (ORCA input):
```
! wB97M-V def2-TZVPD RIJCOSX def2/J DEFGRID3
* xyz 0 1
N -1.23 2.53 -1.02
C -1.10 1.42 -0.70
C -0.95 0.03 -0.34
C -0.58 -0.38 1.00
C 0.39 -0.64 -0.49
C 1.66 -0.13 -0.01
O 1.78 0.36 1.09
H -1.70 -0.62 -0.77
H -0.35 0.41 1.73
H -0.89 -1.31 1.44
H 0.42 -1.39 -1.31
H 2.55 -0.28 -0.64
*
```

## Properties
E	-8800.2876	eV
SMILES	N#C[C@@H]1C[C@@H]1C=O
frontier orbital gap	10.04	eV
ΔE to the lowest compared entry with this formula, charge and spin	302.1	kJ/mol

Formula: C5H5NO
Source: the Open Molecules 2025 dataset
Level of theory: wB97M-V/def2-TZVPD

Structure (ORCA input):
```
! wB97M-V def2-TZVPD RIJCOSX def2/J DEFGRID3
* xyz 0 1
C 2.66 -0.60 -0.13
C 1.54 -0.31 0.21
C 0.15 -0.05 0.60
O 0.13 0.86 1.68
C -0.69 0.48 -0.54
C -1.77 -0.31 -1.09
N -2.18 0.52 -0.25
H 3.65 -0.88 -0.41
H -0.28 -1.01 0.91
H -0.80 1.08 1.83
H -0.28 1.33 -1.09
H -2.15 -1.10 -1.72
*
```

## Properties
E	-8799.2839	eV
SMILES	C#C[C@@H](O)[C@H]1C=N1
frontier orbital gap	11.04	eV
ΔE to the lowest compared entry with this formula, charge and spin	399.0	kJ/mol

Formula: C5H5NO
Source: the Open Molecules 2025 dataset
Level of theory: wB97M-V/def2-TZVPD

Structure (ORCA input):
```
! wB97M-V def2-TZVPD RIJCOSX def2/J DEFGRID3
* xyz 0 1
C -1.57 -0.02 -0.18
C -0.81 1.09 0.32
C 0.58 1.12 0.44
N 1.81 1.04 0.74
C 1.36 0.04 -0.38
C 0.56 -1.18 -0.06
O -0.90 -1.13 -0.48
H -2.63 0.10 -0.20
H -1.39 1.79 0.82
H 1.72 0.38 -1.42
H 0.88 -1.93 -0.66
H 0.39 -1.29 1.07
*
```

## Properties
E	-8798.9003	eV
SMILES	C1=CC2=N[C@H]2CO1
frontier orbital gap	8.96	eV
ΔE to the lowest compared entry with this formula, charge and spin	436.0	kJ/mol

Formula: C5H5NO
Source: the Open Molecules 2025 dataset
Level of theory: wB97M-V/def2-TZVPD

Structure (ORCA input):
```
! wB97M-V def2-TZVPD RIJCOSX def2/J DEFGRID3
* xyz 0 1
N -2.30 -0.02 -0.91
C -1.50 -0.84 -0.74
C -0.23 -1.55 -0.44
C 0.62 -0.30 -0.48
C 0.93 0.38 0.63
C 0.58 1.82 0.81
O -0.18 2.42 0.08
H -0.33 -2.01 0.55
H -0.01 -2.33 -1.18
H 0.59 0.19 -1.45
H 1.10 -0.17 1.56
H 0.90 2.29 1.76
*
```

## Properties
E	-8801.1287	eV
SMILES	N#CC/C=C/C=O
frontier orbital gap	9.68	eV
ΔE to the lowest compared entry with this formula, charge and spin	221.0	kJ/mol

Formula: C5H5NO
Source: the Open Molecules 2025 dataset
Level of theory: wB97M-V/def2-TZVPD

Structure (ORCA input):
```
! wB97M-V def2-TZVPD RIJCOSX def2/J DEFGRID3
* xyz 0 1
N 0.96 -1.64 -1.97
C 0.43 -0.74 -1.48
C 0.06 0.48 -0.79
C 1.10 0.76 0.25
C -0.34 0.35 0.66
C -1.18 -0.90 0.93
O -1.54 -1.65 0.05
H -0.38 1.27 -1.39
H 1.94 0.08 0.34
H 1.41 1.81 0.29
H -0.83 1.18 1.17
H -1.65 -1.00 1.93
*
```

## Properties
E	-8801.1830	eV
SMILES	N#C[C@@H]1C[C@@H]1C=O
frontier orbital gap	10.64	eV
ΔE to the lowest compared entry with this formula, charge and spin	215.7	kJ/mol

Formula: C5H5NO
Source: the Open Molecules 2025 dataset
Level of theory: wB97M-V/def2-TZVPD

Structure (ORCA input):
```
! wB97M-V def2-TZVPD RIJCOSX def2/J DEFGRID3
* xyz 0 1
C -2.61 -0.85 0.90
C -1.39 -0.52 0.71
C -0.10 -0.18 0.07
N 0.51 -1.30 0.13
C 0.18 1.05 -0.38
C 1.55 1.43 -0.74
O 2.27 0.46 -1.26
H -3.43 -0.95 1.45
H 0.13 -2.27 0.38
H 1.35 -1.32 -0.38
H -0.55 1.90 -0.22
H 2.08 2.55 -0.66
*
```

## Properties
E	-8799.1377	eV
SMILES	C#C/C(N)=C/C=O
frontier orbital gap	8.87	eV
ΔE to the lowest compared entry with this formula, charge and spin	413.1	kJ/mol

Formula: C5H5NO
Source: the Open Molecules 2025 dataset
Level of theory: wB97M-V/def2-TZVPD

Structure (ORCA input):
```
! wB97M-V def2-TZVPD RIJCOSX def2/J DEFGRID3
* xyz 0 1
C -0.17 -1.23 0.69
C -0.29 1.41 0.53
C 0.04 0.05 -0.10
C -0.56 0.21 -1.39
C 1.53 0.84 0.07
O -0.93 1.75 1.45
N 2.64 1.09 -0.08
H -0.08 -2.08 0.01
H -1.17 -1.22 1.13
H 0.55 -1.35 1.49
H -0.54 -0.61 -2.09
H -1.01 1.14 -1.69
*
```

## Properties
E	-8797.8540	eV
frontier orbital gap (alpha / beta)	9.03 / 6.99	eV
ΔE to the lowest compared entry with this formula, charge and spin	536.9	kJ/mol

Formula: C5H5NO
Source: the Open Molecules 2025 dataset
Level of theory: wB97M-V/def2-TZVPD

Structure (ORCA input):
```
! wB97M-V def2-TZVPD RIJCOSX def2/J DEFGRID3
* xyz 0 1
O 1.21 -0.95 0.45
C 1.02 0.39 0.91
C -0.29 1.03 0.83
C -1.37 0.23 0.57
C -2.35 -0.48 0.40
C 0.57 0.33 -2.25
N 0.25 1.17 -2.97
H 0.48 -1.48 0.79
H 1.26 0.48 1.99
H 1.79 0.99 0.41
H 0.86 -0.43 -1.54
H -3.29 -0.97 0.27
*
```

## Properties
E	-8797.5094	eV
frontier orbital gap (alpha / beta)	7.43 / 7.43	eV
ΔE to the lowest compared entry with this formula, charge and spin	570.2	kJ/mol

Formula: C5H5NO
Source: the Open Molecules 2025 dataset
Level of theory: wB97M-V/def2-TZVPD

Structure (ORCA input):
```
! wB97M-V def2-TZVPD RIJCOSX def2/J DEFGRID3
* xyz 0 1
N -0.87 0.49 -2.85
C -0.28 0.10 -1.93
C 0.53 -0.36 -0.84
C 0.02 -1.14 0.30
C 0.54 0.34 0.51
C -0.56 1.08 1.17
O -1.63 0.55 1.39
H 1.54 -0.64 -1.12
H -1.07 -1.30 0.30
H 0.57 -1.95 0.75
H 1.55 0.73 0.74
H -0.35 2.08 1.59
*
```

## Properties
E	-8801.3436	eV
SMILES	N#C[C@@H]1C[C@@H]1C=O
frontier orbital gap	10.83	eV
ΔE to the lowest compared entry with this formula, charge and spin	200.2	kJ/mol

Formula: C5H5NO
Source: the Open Molecules 2025 dataset
Level of theory: wB97M-V/def2-TZVPD

Structure (ORCA input):
```
! wB97M-V def2-TZVPD RIJCOSX def2/J DEFGRID3
* xyz 0 1
C -0.85 -2.04 -0.84
C -0.72 -0.92 -0.42
C -0.50 0.45 0.05
C -1.19 0.71 1.33
N -1.70 0.93 2.34
C 1.01 0.74 0.20
O 1.67 0.53 -1.02
H -0.98 -3.04 -1.20
H -0.90 1.15 -0.69
H 1.42 0.12 1.01
H 1.15 1.79 0.46
H 1.60 -0.41 -1.24
*
```

## Properties
E	-8801.0068	eV
SMILES	C#C[C@@H](C#N)CO
frontier orbital gap	11.49	eV
ΔE to the lowest compared entry with this formula, charge and spin	232.7	kJ/mol

Formula: C5H5NO
Source: the Open Molecules 2025 dataset
Level of theory: wB97M-V/def2-TZVPD

Structure (ORCA input):
```
! wB97M-V def2-TZVPD RIJCOSX def2/J DEFGRID3
* xyz 0 1
N 0.72 -3.00 -0.94
C 0.30 -1.95 -1.20
C -0.20 -0.65 -1.54
C -0.11 0.40 -0.72
C 0.47 0.39 0.66
C -0.47 1.07 1.64
O -1.57 1.47 1.34
H -0.67 -0.56 -2.52
H -0.52 1.35 -1.07
H 1.43 0.93 0.69
H 0.68 -0.62 1.01
H -0.08 1.19 2.67
*
```

## Properties
E	-8802.2944	eV
SMILES	N#C/C=C\CC=O
frontier orbital gap	10.77	eV
ΔE to the lowest compared entry with this formula, charge and spin	108.5	kJ/mol

Formula: C5H5NO
Source: the Open Molecules 2025 dataset
Level of theory: wB97M-V/def2-TZVPD

Structure (ORCA input):
```
! wB97M-V def2-TZVPD RIJCOSX def2/J DEFGRID3
* xyz 0 1
C -2.46 -0.39 -0.25
C -1.12 -0.19 0.08
C 1.20 -0.20 0.03
C 0.69 1.18 0.07
C -0.56 1.16 0.08
H -3.14 0.26 -0.28
H -2.89 -1.36 -0.26
H -0.02 -1.82 -0.51
H 1.20 2.21 -0.07
H -1.24 1.98 -0.27
N -0.03 -0.93 0.48
O 2.47 -0.51 -0.26
*
```

## Properties
E	-8799.0390	eV
frontier orbital gap	8.87	eV
ΔE to the lowest compared entry with this formula, charge and spin	422.6	kJ/mol

Formula: C5H5NO
Source: the Open Molecules 2025 dataset
Level of theory: wB97M-V/def2-TZVPD

Structure (ORCA input):
```
! wB97M-V def2-TZVPD RIJCOSX def2/J DEFGRID3
* xyz 0 1
C 1.23 -0.29 -0.37
C 0.77 0.75 -1.08
C -0.19 -0.16 0.32
C -0.08 -1.60 0.75
C -1.21 0.58 0.78
N 0.90 1.74 -1.80
O 0.67 -2.04 1.60
H 2.11 -0.34 0.25
H 0.25 1.89 -2.56
H -0.97 -2.19 0.46
H -1.44 1.55 0.35
H -2.02 0.12 1.31
*
```

## Properties
E	-8797.8070	eV
frontier orbital gap	8.85	eV
ΔE to the lowest compared entry with this formula, charge and spin	541.5	kJ/mol

Formula: C5H5NO
Source: the Open Molecules 2025 dataset
Level of theory: wB97M-V/def2-TZVPD

Structure (ORCA input):
```
! wB97M-V def2-TZVPD RIJCOSX def2/J DEFGRID3
* xyz 0 1
N -0.55 0.20 2.33
O -1.10 1.31 1.62
C 0.12 0.80 1.24
C 0.18 0.00 -0.14
C 0.61 0.27 -1.54
C -0.63 -0.50 -1.28
C 0.70 -1.10 -0.98
H -1.06 -0.65 2.05
H 1.01 1.38 1.46
H 1.07 0.98 -2.17
H -1.61 -0.69 -1.62
H 1.26 -2.00 -0.98
*
```

## Properties
E	-8795.8830	eV
SMILES	N1O[C@@H]1[C@]12[C@@H]3[C@H]1[C@@H]32
frontier orbital gap	10.18	eV
ΔE to the lowest compared entry with this formula, charge and spin	727.1	kJ/mol

Formula: C5H5NO
Source: the Open Molecules 2025 dataset
Level of theory: wB97M-V/def2-TZVPD

Structure (ORCA input):
```
! wB97M-V def2-TZVPD RIJCOSX def2/J DEFGRID3
* xyz 0 1
N 1.61 2.17 -1.42
C 1.32 1.11 -1.07
C 0.82 -0.20 -0.66
O 1.20 -0.64 0.65
C -0.16 -0.89 0.97
C -0.91 0.38 0.99
C -0.66 -0.21 -0.34
H 1.12 -0.98 -1.37
H -0.60 -1.83 0.68
H -1.93 0.33 1.37
H -0.36 1.28 1.23
H -1.45 -0.53 -1.02
*
```

## Properties
E	-8799.8173	eV
frontier orbital gap	10.68	eV
ΔE to the lowest compared entry with this formula, charge and spin	347.5	kJ/mol